1.
ORCA calculation (ωB97M-V/def2-TZVPD) on a molecular structure, C30H36N4Ti at a distorted geometry.

net charge = -1
E_tot = -2233.1712 hartree
HOMO-LUMO gap (spin up / spin down) = 0.135 / 0.107 hartree
lowest unoccupied orbital energy (spin up / spin down) = 0.10103 / 0.10282 Eh
multiplicity = 2
<S²> = 0.90

Each line ends with the Mulliken charge.
Element x y z (Å)
Ti (0.091, -0.057, 0.854)  -1.28
N (0.617, -2.767, 3.360)  -0.40
N (0.362, -1.993, -0.446)  0.52
C (0.966, 1.993, 0.444)  0.39
C (2.049, 1.087, 0.752)  1.29
C (1.879, 0.644, 2.112)  0.24
C (2.738, -0.300, 2.877)  -1.26
H (3.565, -0.671, 2.261)  0.30
H (2.169, -1.172, 3.237)  0.30
H (3.164, 0.198, 3.761)  0.36
C (0.721, 1.294, 2.655)  0.59
C (0.243, 1.135, 4.054)  -1.49
H (0.762, 1.844, 4.720)  0.29
H (0.447, 0.127, 4.441)  0.26
H (-0.833, 1.319, 4.150)  0.33
C (0.142, 2.116, 1.625)  0.77
C (-1.090, 2.939, 1.752)  -1.78
H (-1.885, 2.412, 2.295)  0.27
H (-1.487, 3.218, 0.769)  0.32
H (-0.887, 3.873, 2.297)  0.37
C (3.169, 0.719, -0.159)  -1.50
H (4.024, 1.401, -0.028)  0.35
H (2.868, 0.779, -1.213)  0.07
H (3.532, -0.299, 0.033)  0.31
C (0.750, 2.707, -0.847)  -1.29
H (-0.318, 2.839, -1.062)  0.16
H (1.183, 2.156, -1.691)  0.09
H (1.211, 3.708, -0.836)  0.34
C (-0.036, -3.432, 4.312)  -0.32
H (0.410, -3.380, 5.310)  0.38
C (-1.217, -4.139, 4.061)  -0.65
H (-1.699, -4.642, 4.892)  0.35
C (-1.728, -4.180, 2.762)  -0.50
H (-2.648, -4.726, 2.539)  0.40
C (-1.032, -3.523, 1.751)  -0.39
H (-1.362, -3.522, 0.709)  0.32
C (0.138, -2.805, 2.098)  -0.02
C (0.909, -1.965, 1.187)  0.17
H (1.987, -2.142, 1.144)  0.64
C (-0.040, -0.807, -0.977)  -0.31
C (0.643, -2.902, -1.424)  -1.16
H (0.989, -3.885, -1.192)  0.55
C (0.384, -2.311, -2.613)  -0.66
H (0.447, -2.685, -3.622)  0.64
N (-0.034, -1.007, -2.325)  0.74
C (-0.254, 0.042, -3.241)  0.13
C (0.757, 0.389, -4.152)  1.23
C (0.551, 1.509, -4.968)  -1.06
H (1.327, 1.783, -5.684)  0.30
C (-0.606, 2.280, -4.862)  0.80
C (-0.827, 3.454, -5.770)  -1.55
H (-1.368, 4.253, -5.251)  0.36
H (-1.423, 3.173, -6.650)  0.28
H (0.129, 3.850, -6.131)  0.37
C (-1.575, 1.934, -3.915)  -0.86
H (-2.478, 2.538, -3.817)  0.34
C (-1.411, 0.822, -3.086)  1.04
C (-2.450, 0.488, -2.065)  -1.42
H (-2.629, -0.588, -1.968)  0.25
H (-3.393, 0.964, -2.362)  0.58
H (-2.201, 0.884, -1.065)  -0.04
C (2.050, -0.358, -4.211)  -1.76
H (1.934, -1.367, -4.628)  0.38
H (2.545, -0.446, -3.232)  0.25
H (2.735, 0.194, -4.865)  0.39
C (-3.239, -0.965, 3.888)  -1.50
C (-2.350, -0.461, 2.880)  0.85
N (-1.701, -0.294, 1.917)  -0.36
H (-2.643, -1.434, 4.689)  0.23
H (-3.922, -1.714, 3.454)  0.32
H (-3.818, -0.128, 4.313)  0.37



2.
ORCA calculation (ωB97M-V/def2-TZVPD) on a molecular structure, C30H36NOPPtS3.

net charge = +2
E_tot = -2949.5319 hartree
HOMO-LUMO gap (spin up / spin down) = 0.269 / 0.257 hartree
lowest unoccupied orbital energy (spin up / spin down) = -0.18718 / -0.27343 Eh
multiplicity = 3
<S²> = 2.01

Each line ends with the Mulliken charge.
Element x y z (Å)
Pt (0.024, 0.056, 0.591)  1.58
C (0.421, 3.045, 2.074)  -0.91
C (1.040, 2.117, 3.104)  -0.86
S (0.617, 0.358, 2.911)  -0.18
C (2.268, -0.382, 3.004)  0.37
C (3.242, 0.062, 1.930)  -1.20
S (2.576, -0.206, 0.270)  0.14
C (2.920, 1.351, -0.565)  -0.88
C (2.325, 2.595, 0.077)  -0.75
S (0.531, 2.503, 0.355)  -0.08
H (-0.641, 3.188, 2.263)  0.32
H (0.885, 4.030, 2.141)  0.64
H (2.126, 2.195, 3.113)  0.50
H (0.690, 2.403, 4.095)  0.63
H (2.665, -0.171, 3.998)  0.83
H (2.083, -1.453, 2.950)  -0.76
H (3.526, 1.107, 2.030)  0.63
H (4.154, -0.529, 2.025)  0.64
H (4.001, 1.464, -0.658)  0.52
H (2.533, 1.201, -1.575)  0.39
H (2.801, 2.823, 1.028)  0.42
H (2.500, 3.446, -0.580)  0.58
C (-3.534, 1.780, 1.932)  -1.49
C (-2.924, 2.324, 0.645)  2.15
C (-3.629, 3.585, 0.153)  -1.63
C (-2.865, 1.291, -0.474)  -0.38
C (-4.250, 0.806, -0.915)  -0.90
O (-4.237, -0.610, -0.612)  -0.42
C (-3.035, -0.929, -0.147)  0.54
N (-2.176, 0.030, -0.064)  -0.17
C (-2.921, -2.374, 0.192)  0.11
C (-4.121, -3.083, 0.245)  -0.95
C (-4.142, -4.430, 0.568)  -0.82
C (-2.958, -5.091, 0.839)  -0.86
C (-1.756, -4.400, 0.777)  -0.62
C (-1.719, -3.045, 0.458)  0.93
P (-0.099, -2.271, 0.253)  0.51
C (0.441, -2.665, -1.424)  0.76
C (0.610, -1.648, -2.363)  -0.16
C (0.989, -1.943, -3.665)  -0.92
C (1.206, -3.263, -4.035)  -0.65
C (1.035, -4.285, -3.109)  -0.86
C (0.648, -3.991, -1.811)  -0.09
C (0.991, -3.120, 1.422)  0.71
C (0.568, -3.259, 2.749)  -0.75
C (1.424, -3.791, 3.701)  -0.77
C (2.713, -4.178, 3.341)  -0.58
C (3.137, -4.039, 2.028)  -0.76
C (2.276, -3.516, 1.064)  -0.96
H (-3.516, 2.541, 2.714)  0.48
H (-3.003, 0.900, 2.302)  0.29
H (-4.583, 1.504, 1.799)  0.37
H (-1.888, 2.596, 0.847)  -1.56
H (-4.683, 3.399, -0.064)  0.37
H (-3.165, 3.983, -0.753)  0.43
H (-3.601, 4.365, 0.914)  0.44
H (-2.317, 1.707, -1.320)  0.70
H (-4.451, 0.917, -1.976)  0.28
H (-5.064, 1.243, -0.346)  0.43
H (-5.047, -2.571, 0.035)  0.56
H (-5.086, -4.956, 0.605)  0.44
H (-2.963, -6.143, 1.094)  0.49
H (-0.837, -4.931, 0.987)  0.44
H (0.418, -0.615, -2.089)  0.34
H (1.106, -1.150, -4.392)  0.47
H (1.502, -3.497, -5.049)  0.42
H (1.199, -5.314, -3.401)  0.46
H (0.510, -4.800, -1.103)  0.37
H (-0.432, -2.959, 3.043)  0.42
H (1.089, -3.910, 4.723)  0.46
H (3.379, -4.601, 4.083)  0.44
H (4.134, -4.352, 1.743)  0.50
H (2.610, -3.424, 0.038)  0.41



3.
ORCA calculation (ωB97M-V/def2-TZVPD) on a molecular structure, C30H37AlFO16 at a distorted geometry.

net charge = -1
E_tot = -2711.6316 hartree
HOMO-LUMO gap = 0.164 hartree
lowest unoccupied orbital energy = -0.01640 Eh

Each line ends with the Mulliken charge.
Element x y z (Å)
C (1.285, 6.386, -2.822)  -1.38
C (0.841, 4.958, -2.468)  0.08
C (-0.429, 5.025, -1.625)  -0.98
C (-1.117, 3.643, -1.426)  0.02
O (-0.265, 2.596, -1.780)  -0.37
Al (-1.056, 1.032, -2.158)  -0.45
C (-1.462, 0.045, -0.430)  -0.83
C (-1.256, 0.906, 0.847)  -0.33
C (-0.512, 0.139, 1.971)  -0.57
C (0.973, 0.467, 2.037)  -0.65
O (1.751, -0.515, 1.307)  -0.65
C (-2.840, 1.258, -3.104)  -0.90
C (-2.793, 1.978, -4.390)  0.30
O (-1.845, 2.441, -4.928)  -0.33
F (-4.012, 2.121, -5.017)  -0.32
O (0.137, 0.057, -3.063)  -0.38
C (-0.331, -0.743, -4.118)  -0.08
C (0.084, -0.158, -5.477)  -1.06
H (1.473, 6.968, -1.915)  0.32
H (0.520, 6.911, -3.399)  0.34
H (2.211, 6.396, -3.400)  0.38
H (0.699, 4.415, -3.399)  0.18
H (1.646, 4.535, -1.868)  0.21
H (-1.130, 5.694, -2.136)  0.36
H (-0.191, 5.481, -0.660)  0.35
H (-2.049, 3.669, -2.010)  0.11
H (-1.398, 3.584, -0.362)  0.16
H (-0.855, -0.860, -0.348)  0.44
H (-2.505, -0.295, -0.463)  0.37
H (-0.679, 1.805, 0.636)  -0.11
H (-2.246, 1.127, 1.253)  0.32
H (-0.649, -0.938, 1.873)  0.33
H (-0.922, 0.415, 2.948)  0.45
H (1.328, 0.473, 3.075)  0.32
H (1.170, 1.449, 1.600)  0.44
H (2.636, -0.489, 1.684)  0.29
H (-3.300, 0.276, -3.250)  0.66
H (-3.544, 1.797, -2.459)  0.57
H (0.177, -1.714, -4.022)  0.39
H (-1.408, -0.961, -4.070)  0.15
H (0.998, -0.661, -5.810)  0.37
H (0.345, 0.894, -5.385)  0.24
H (-0.648, -0.321, -6.272)  0.21
C (0.416, -4.565, 5.101)  -1.03
C (1.286, -5.545, 5.380)  0.20
C (2.635, -5.624, 4.718)  1.10
O (3.369, -6.541, 5.057)  -0.67
C (2.980, -4.628, 3.734)  -0.93
C (2.111, -3.641, 3.440)  0.39
C (0.766, -3.544, 4.126)  0.94
O (0.039, -2.618, 3.834)  -0.50
O (2.375, -2.709, 2.549)  -0.52
O (1.043, -6.508, 6.256)  -0.57
H (-0.554, -4.496, 5.573)  0.47
H (3.945, -4.707, 3.255)  0.44
H (1.609, -2.093, 2.477)  0.36
H (1.843, -7.070, 6.258)  0.37
C (3.022, -4.406, 9.235)  -0.96
C (1.709, -4.673, 9.308)  0.16
C (0.830, -4.067, 10.372)  1.06
O (-0.354, -4.349, 10.355)  -0.64
C (1.439, -3.190, 11.355)  -0.99
C (2.751, -2.926, 11.282)  0.34
C (3.625, -3.513, 10.203)  0.98
O (4.803, -3.203, 10.207)  -0.63
O (3.383, -2.137, 12.141)  -0.57
O (1.090, -5.480, 8.457)  -0.37
H (3.661, -4.833, 8.475)  0.53
H (0.804, -2.772, 12.123)  0.42
H (4.317, -2.122, 11.851)  0.37
H (0.153, -5.492, 8.734)  0.32
C (-2.965, 2.825, -8.031)  -0.93
C (-3.328, 1.720, -8.697)  0.37
C (-2.798, 1.405, -10.069)  1.01
O (-3.167, 0.371, -10.600)  -0.65
C (-1.884, 2.345, -10.692)  -1.03
C (-1.522, 3.450, -10.028)  0.37
C (-2.034, 3.754, -8.642)  1.06
O (-1.635, 4.776, -8.117)  -0.65
O (-0.693, 4.361, -10.523)  -0.59
O (-4.176, 0.820, -8.208)  -0.56
H (-3.335, 3.057, -7.044)  0.44
H (-1.522, 2.117, -11.684)  0.41
H (-0.610, 5.042, -9.825)  0.37
H (-4.253, 0.128, -8.891)  0.36



Among the records above, which one has the highest net charge? C30H36NOPPtS3



Among the records above, which one has the lowest E_tot? C30H36NOPPtS3



net charge of number 2 (C30H36NOPPtS3)? +2



What is the net charge in the first record? -1